This record from OMol25 describes an isolated molecule of C19H21ClN2O2S at a distorted geometry. The level of theory is the ωB97M-V functional and the def2-TZVPD basis.

* ΔE to the lowest compared entry with this formula, charge and spin: 13.8 kcal per mole
* E_LUMO: 0.4 eV
* E_HOMO: -0.291 hartree
* HOMO-LUMO gap: 8.3 eV
* structure (SMILES): Oc1cc2c(cc1O)CN(C(=S)NCCc1ccc(Cl)cc1)CCC2

```
! RIJCOSX wB97M-V def2-TZVPD def2/J DEFGRID3
* xyz 0 1
O -0.3447 1.0790 5.8979
C 0.2795 0.5153 4.8370
C -0.0103 1.0676 3.5736
C 0.5907 0.5338 2.4357
C 1.5181 -0.5782 2.5189
C 1.8102 -1.0570 3.7930
C 1.1417 -0.5589 4.9382
O 1.4355 -1.1625 6.1307
C 2.1937 -1.1654 1.2613
N 1.2475 -1.3167 0.1097
C 1.7493 -1.3512 -1.2191
S 3.3636 -1.3833 -1.5652
N 0.8996 -1.2526 -2.3157
C 1.2764 -0.5723 -3.5407
C 0.0153 -0.3925 -4.4106
C -1.0745 0.2974 -3.6185
C -2.0761 -0.4622 -2.9521
C -3.0284 0.1248 -2.1665
C -3.0290 1.5101 -2.0642
Cl -4.3192 2.2899 -1.1681
C -2.0839 2.2690 -2.6937
C -1.0677 1.6801 -3.4411
C -0.2247 -1.2806 0.3007
C -0.6652 0.1987 0.2988
C 0.2423 1.1082 1.0813
H -0.9709 1.7290 5.5567
H -0.7283 1.8806 3.4677
H 2.4912 -1.8813 3.9091
H 1.1023 -0.5722 6.8318
H 2.6148 -2.1549 1.4801
H 2.9946 -0.4863 0.9465
H -0.0571 -1.0617 -2.0495
H 2.0261 -1.0836 -4.1024
H 1.6914 0.4323 -3.3116
H 0.2910 0.2395 -5.2692
H -0.3448 -1.3576 -4.7931
H -2.1366 -1.5314 -3.0258
H -3.7180 -0.5107 -1.6382
H -2.1320 3.3265 -2.5680
H -0.3234 2.3280 -3.9062
H -0.4658 -1.7462 1.2640
H -0.7823 -1.8657 -0.4317
H -0.6076 0.5277 -0.7339
H -1.6984 0.2966 0.6649
H 1.1911 1.2837 0.5288
H -0.2768 2.0671 1.1587
*
```